Density functional theory data (the ωB97M-V functional and the def2-TZVPD basis) for a molecular structure, C36H39ClMnP2 at a distorted geometry.

Calculated values
Lowest unoccupied orbital energy (spin up / spin down), eV: -6.9 / -6.5
Energy relative to the best compared isomer or geometry (same formula, charge and spin), kJ/mol: 0.0
Expectation value of S²: 3.971
Electronic energy, a.u.: -3688.29751
Orbital gap (spin up / spin down), eV: 6.8598 / 7.3002

```
! RIJCOSX wB97M-V def2-TZVPD def2/J DEFGRID3
* xyz 2 4
Mn -0.443 0.968 -1.737
C -1.776 0.986 -5.692
C -1.864 -0.332 -5.509
C -1.295 -1.354 -6.454
C 0.063 -0.997 -7.082
C 1.048 -0.214 -6.258
C 1.106 1.130 -6.246
C 0.188 2.049 -6.938
C -1.277 1.572 -6.972
C 1.253 0.163 -0.234
H -2.228 1.699 -4.998
H -2.501 -0.769 -4.743
H -1.984 -1.493 -7.299
H -1.205 -2.329 -5.949
H 0.564 -1.937 -7.336
H -0.089 -0.499 -8.051
H 1.879 -0.794 -5.862
H 2.006 1.651 -5.949
H 0.507 2.186 -7.982
H 0.248 3.047 -6.466
H -1.904 2.424 -7.250
H -1.393 0.842 -7.793
H 0.810 1.070 0.213
H 2.238 0.191 0.228
H 0.714 -0.711 0.108
P -1.578 -0.915 -2.266
P 1.869 0.051 -1.918
C -0.211 -1.400 -3.344
C 1.066 -0.871 -3.227
C -2.554 -2.388 -1.988
C -2.922 -3.217 -3.060
C -3.718 -4.341 -2.807
C -4.123 -4.633 -1.487
C -3.773 -3.781 -0.428
C -2.985 -2.664 -0.667
C -2.698 0.499 -2.733
C -2.147 1.827 -2.802
C -2.996 2.932 -2.867
C -4.374 2.750 -2.810
C -4.904 1.463 -2.707
C -4.085 0.346 -2.661
C 3.343 -0.999 -1.632
C 3.151 -2.317 -1.171
C 4.259 -3.134 -0.907
C 5.552 -2.650 -1.107
C 5.739 -1.340 -1.551
C 4.640 -0.510 -1.818
C 2.369 1.739 -2.343
C 2.468 2.706 -1.327
C 2.784 4.026 -1.665
C 3.021 4.381 -2.997
C 2.955 3.401 -4.002
C 2.685 2.077 -3.656
H -0.399 -2.247 -4.019
H 1.800 -1.196 -3.976
H -2.613 -2.974 -4.079
H -4.021 -4.976 -3.635
H -4.707 -5.536 -1.298
H -4.125 -3.998 0.585
H -2.715 -1.989 0.142
H -1.054 2.060 -2.974
H -2.563 3.929 -2.944
H -5.026 3.612 -2.830
H -5.985 1.326 -2.667
H -4.505 -0.658 -2.594
H 2.147 -2.706 -1.025
H 4.096 -4.146 -0.533
H 6.404 -3.288 -0.893
H 6.751 -0.958 -1.679
H 4.811 0.508 -2.164
H 2.280 2.433 -0.297
H 2.847 4.770 -0.878
H 3.241 5.416 -3.257
H 3.120 3.688 -5.047
H 2.726 1.269 -4.404
Cl -1.704 -0.005 1.099
C -1.532 1.332 -0.047
H -2.551 1.647 -0.289
H -1.009 2.147 0.469
*
```

Density functional theory data (the ωB97M-V functional and the def2-TZVPD basis) for a molecular structure, C6H13O2 at a distorted geometry.

Calculated values
Lowest unoccupied orbital energy, eV: 3.1
Energy relative to the best compared isomer or geometry (same formula, charge and spin), kJ/mol: 611.8
Electronic energy, a.u.: -386.72651
Orbital gap, eV: 5.8010

```
! RIJCOSX wB97M-V def2-TZVPD def2/J DEFGRID3
* xyz -1 1
C 1.570 0.588 2.513
O 2.388 1.627 2.740
C 1.550 0.354 0.971
C 0.719 -0.848 0.462
C -0.609 -0.365 -0.055
C -0.580 0.490 -1.144
C -1.909 0.882 -1.768
H 1.649 -0.390 3.063
H 0.529 0.881 2.837
H 2.619 0.246 0.777
H 1.253 1.353 0.655
H 0.533 -1.462 1.347
H 1.209 -1.458 -0.294
H -1.444 -0.092 0.586
H 0.371 0.938 -1.401
H -2.375 -0.055 -2.078
H -2.491 1.386 -0.995
H -1.708 1.549 -2.598
H -1.109 -2.819 -2.039
H -0.751 -0.873 -1.347
O -1.415 -1.931 -2.235
*
```

Density functional theory data (the ωB97M-V functional and the def2-TZVPD basis) for 2 unconnected molecules or ions with the total composition C6H12NO5P at a distorted geometry.

Calculated values
Lowest unoccupied orbital energy, eV: 0.3
Energy relative to the best compared isomer or geometry (same formula, charge and spin), kJ/mol: 537.7
Electronic energy, a.u.: -1008.05564
Orbital gap, eV: 8.8981

```
! RIJCOSX wB97M-V def2-TZVPD def2/J DEFGRID3
* xyz 0 1
C 0.312 2.890 0.284
C 0.544 1.597 0.452
C -1.390 0.529 -0.147
C 1.853 -2.332 1.022
C 1.400 0.806 -2.252
C -3.034 -1.099 0.480
N -1.567 -0.632 0.425
O -1.978 1.141 -0.992
O 3.170 0.398 0.602
O -3.468 -0.672 1.689
O 1.169 -1.079 1.040
O 1.473 -0.258 -1.259
P 1.732 0.261 0.307
H 1.105 3.667 0.047
H -0.617 3.166 -0.115
H 1.587 -2.792 1.945
H 2.972 -2.188 1.007
H 1.429 -2.933 0.155
H 2.272 0.489 -2.973
H 1.706 1.717 -1.735
H 0.403 0.896 -2.760
H -2.950 -2.189 0.484
H -3.509 -0.642 -0.476
H -0.925 -0.955 1.120
H -3.686 0.215 1.650
*
```

Density functional theory data (the ωB97M-V functional and the def2-TZVPD basis) for 2 unconnected molecules or ions with the total composition C7H6N2O2 at a distorted geometry.

Calculated values
Lowest unoccupied orbital energy, eV: 0.1
Energy relative to the best compared isomer or geometry (same formula, charge and spin), kJ/mol: 576.4
Electronic energy, a.u.: -530.15150
Orbital gap, eV: 7.7998

```
! RIJCOSX wB97M-V def2-TZVPD def2/J DEFGRID3
* xyz 0 1
C -1.331 -3.234 -0.007
C -0.871 -2.612 -1.114
C -1.244 -2.605 1.239
C -0.184 -0.968 0.104
C -0.269 -1.287 -1.238
C 1.252 1.783 0.383
C 1.285 4.173 0.244
N -0.567 -1.471 1.154
N 0.809 0.742 0.627
O 0.009 -0.645 -2.245
O 1.732 2.898 -0.077
H -1.642 -4.194 -0.207
H -1.024 -3.261 -2.078
H -1.597 -2.851 2.188
H 1.471 4.290 1.344
H 0.264 4.316 -0.108
H 1.906 4.927 -0.209
*
```

Density functional theory data (the ωB97M-V functional and the def2-TZVPD basis) for a single C3H5NO2 molecule at a distorted geometry.

Calculated values
Structure (SMILES): N#C[C@H](O)CO
Lowest unoccupied orbital energy, eV: 0.4
Energy relative to the best compared isomer or geometry (same formula, charge and spin), kJ/mol: 152.2
Electronic energy, a.u.: -322.51635
Orbital gap, eV: 11.6943

```
! RIJCOSX wB97M-V def2-TZVPD def2/J DEFGRID3
* xyz 0 1
N 2.133 2.068 0.117
C 1.497 1.105 0.186
C 0.677 -0.127 0.248
O 1.209 -1.060 -0.659
C -0.780 0.233 -0.034
O -1.513 -0.966 0.082
H 0.734 -0.531 1.268
H 0.495 -1.375 -1.224
H -0.854 0.660 -1.047
H -1.105 0.998 0.686
H -2.453 -0.762 -0.003
*
```

Density functional theory data (the ωB97M-V functional and the def2-TZVPD basis) for 17 unconnected molecules or ions with the total composition H35O17 at a distorted geometry.

Calculated values
Lowest unoccupied orbital energy, eV: -2.9
Energy relative to the best compared isomer or geometry (same formula, charge and spin), kJ/mol: 538.8
Electronic energy, a.u.: -1299.70371
Orbital gap, eV: 10.0031

```
! RIJCOSX wB97M-V def2-TZVPD def2/J DEFGRID3
* xyz 1 1
O 0.785 1.025 4.220
H 1.261 0.483 3.564
H 0.681 1.862 3.782
O 0.673 0.529 -1.665
H 1.102 -0.054 -2.272
H -0.142 0.808 -2.081
O 1.439 -1.480 -3.339
H 1.863 -1.457 -4.126
H 0.875 -2.198 -3.187
O -1.378 -0.912 1.528
H -1.448 0.004 1.263
H -1.289 3.526 4.208
O -1.936 -0.961 3.984
H -1.285 -0.939 3.183
O 1.720 3.256 -4.361
H 1.223 3.457 -3.590
H 2.402 2.493 -4.141
O -0.748 2.033 0.974
H -0.374 2.202 1.846
H -0.151 2.362 0.343
O -1.974 3.304 3.597
H -1.359 -0.500 4.665
H -1.648 2.921 2.822
O 3.350 1.098 -2.850
H 1.405 -0.212 0.874
H 4.085 0.850 -3.430
O -1.554 -0.718 -3.575
H -0.647 -0.880 -3.912
H -1.596 -1.389 -2.935
O -3.655 -3.134 0.148
H -3.346 -2.318 0.549
H -4.519 -3.382 0.542
O -1.065 -3.109 -1.712
H -1.978 -3.630 -1.519
H -0.698 -3.921 -1.924
O 1.538 4.083 0.034
H 2.441 4.115 0.402
H 1.295 4.195 -0.925
O 1.417 -2.357 0.063
H 1.281 -3.000 -0.722
H 1.664 1.281 0.981
O -3.877 0.407 3.054
H -3.831 0.304 2.149
H -4.526 0.940 3.494
O 1.366 0.594 1.674
H -0.967 -1.299 0.820
H 2.071 -2.918 0.495
O 2.925 -2.895 -1.891
H 3.746 -3.080 -1.608
H 2.564 -2.047 -1.503
H -2.841 -0.418 3.919
H 3.657 1.076 -1.908
*
```

Density functional theory data (the ωB97M-V functional and the def2-TZVPD basis) for a gas-phase ion, C7H15N (charge +1) at a distorted geometry.

Calculated values
Lowest unoccupied orbital energy (spin up / spin down), eV: -3.4 / -7.2
Energy relative to the best compared isomer or geometry (same formula, charge and spin), kJ/mol: 164.4
Expectation value of S²: 0.758
Electronic energy, a.u.: -330.13743
Orbital gap (spin up / spin down), eV: 10.8271 / 7.6541

```
! RIJCOSX wB97M-V def2-TZVPD def2/J DEFGRID3
* xyz 1 2
C 3.295 0.238 -0.251
C 1.917 0.442 0.361
C 0.859 0.158 -0.813
C -0.505 0.202 -0.077
C -1.358 1.109 -0.664
N -2.733 1.158 -0.332
C -0.920 -0.783 1.047
C -0.904 -2.293 0.561
H 3.672 1.133 -0.739
H 4.034 0.018 0.588
H 3.366 -0.669 -0.803
H 1.796 1.548 0.515
H 1.759 -0.042 1.298
H 1.075 0.928 -1.644
H 1.044 -0.773 -1.361
H -1.008 1.888 -1.330
H -3.151 1.989 -0.101
H -3.008 0.388 0.285
H -1.839 -0.456 1.440
H -0.142 -0.687 1.778
H -1.745 -2.391 -0.152
H -1.093 -2.963 1.426
H 0.056 -2.459 0.132
*
```

Density functional theory data (the ωB97M-V functional and the def2-TZVPD basis) for a molecular structure, CBrNO4 at a distorted geometry.

Calculated values
Lowest unoccupied orbital energy (spin up / spin down), eV: -3.5 / -2.6
Energy relative to the best compared isomer or geometry (same formula, charge and spin), kJ/mol: 160.2
Electronic energy, a.u.: -2967.65563
Orbital gap (spin up / spin down), eV: 7.2572 / 7.9692

```
! RIJCOSX wB97M-V def2-TZVPD def2/J DEFGRID3
* xyz 0 1
C 0.620 0.634 -0.348
N -0.872 -0.461 0.029
O -1.723 -0.472 -0.810
O 0.177 1.702 -0.498
O -0.768 -0.954 1.107
O 1.380 -0.282 -0.282
Br 3.658 -0.145 0.156
*
```

Density functional theory data (the ωB97M-V functional and the def2-TZVPD basis) for 2 unconnected molecules or ions with the total composition C2HClF2O at a distorted geometry.

Calculated values
Lowest unoccupied orbital energy, eV: 0.4
Energy relative to the best compared isomer or geometry (same formula, charge and spin), kJ/mol: 223.8
Electronic energy, a.u.: -811.87002
Orbital gap, eV: 9.4244

```
! RIJCOSX wB97M-V def2-TZVPD def2/J DEFGRID3
* xyz 0 1
C 0.354 -1.045 -2.096
C 0.641 -0.510 0.095
O -0.677 -0.773 -2.567
F 1.784 -1.209 0.421
F 0.925 0.780 0.188
Cl 1.690 -1.741 -2.589
H -0.343 -0.792 0.723
*
```

Density functional theory data (the ωB97M-V functional and the def2-TZVPD basis) for a molecular structure, C21H63AsB3F6N3NaOSn2 at a distorted geometry.

Calculated values
Lowest unoccupied orbital energy, eV: -5.3
Energy relative to the best compared isomer or geometry (same formula, charge and spin), kJ/mol: 0.0
Electronic energy, a.u.: -4577.26500
Orbital gap, eV: 5.3456

```
! RIJCOSX wB97M-V def2-TZVPD def2/J DEFGRID3
* xyz 1 1
Na -21.101 7.575 -8.836
Sn -21.067 9.848 -4.870
Sn -17.034 6.891 -6.282
B -21.675 9.878 -8.162
H -20.722 9.508 -7.817
H -21.634 10.223 -9.184
H -22.431 9.126 -7.999
H -21.824 10.720 -7.505
B -20.336 6.970 -6.484
H -21.183 7.581 -6.215
H -19.636 7.649 -6.946
H -19.926 6.706 -5.521
H -20.538 6.158 -7.166
B -18.073 9.094 -4.019
H -18.329 8.051 -3.915
H -18.249 9.282 -5.067
H -18.773 9.625 -3.392
H -17.084 9.458 -3.787
As -17.542 6.076 -10.363
F -16.152 7.238 -10.471
F -18.369 6.805 -11.784
F -18.862 4.887 -10.230
F -16.912 5.369 -8.873
F -18.360 7.197 -9.378
F -16.545 5.005 -11.477
C -25.399 5.569 -8.534
C -24.022 6.320 -8.642
N -23.045 5.729 -9.564
C -22.363 4.506 -9.178
C -23.147 3.212 -9.348
C -23.406 5.708 -10.918
C -23.431 7.032 -11.501
H -25.990 5.798 -9.421
H -25.990 5.697 -7.627
H -25.259 4.489 -8.485
H -24.223 7.352 -8.931
H -23.475 6.151 -7.714
H -21.512 4.332 -9.836
H -21.788 4.549 -8.253
H -22.420 2.444 -9.613
H -23.454 2.927 -8.342
H -24.005 3.256 -10.019
H -24.386 5.275 -11.114
H -22.725 5.110 -11.523
H -22.450 7.490 -11.376
H -24.143 7.749 -11.093
H -23.612 7.024 -12.575
C -25.316 8.464 -2.023
C -24.021 9.037 -2.616
N -23.910 8.938 -4.094
C -23.956 7.615 -4.688
C -22.769 6.865 -4.155
C -24.977 9.860 -4.553
C -25.012 10.223 -5.937
H -25.153 8.136 -0.996
H -25.612 7.533 -2.506
H -26.116 9.203 -1.985
H -23.891 9.993 -2.108
H -23.191 8.468 -2.195
H -24.876 7.062 -4.500
H -23.925 7.697 -5.775
H -21.921 7.361 -3.684
H -23.134 6.290 -3.303
H -22.317 6.079 -4.761
H -24.837 10.785 -3.994
H -25.996 9.564 -4.304
H -24.044 10.428 -6.394
H -25.589 11.117 -6.171
H -25.319 9.382 -6.558
C -17.453 10.492 -7.870
C -16.092 9.936 -8.361
N -15.276 9.268 -7.290
C -14.805 10.130 -6.137
C -14.158 9.534 -4.947
C -14.125 8.505 -7.850
C -13.164 9.348 -8.795
H -17.532 10.885 -6.857
H -18.379 9.946 -8.056
H -17.547 11.418 -8.436
H -16.354 9.325 -9.225
H -15.495 10.762 -8.749
H -14.256 11.019 -6.448
H -15.714 10.508 -5.669
H -13.181 9.126 -5.206
H -14.176 10.179 -4.069
H -14.691 8.662 -4.569
H -14.486 7.637 -8.402
H -13.545 8.017 -7.067
H -13.689 9.894 -9.579
H -12.380 8.819 -9.336
H -12.718 10.193 -8.270
C -20.726 3.409 -5.098
C -19.335 3.668 -4.843
O -18.567 4.080 -5.766
C -18.764 3.479 -3.443
H -21.372 3.886 -4.361
H -20.925 2.345 -5.230
H -21.125 3.937 -5.964
H -17.696 3.669 -3.546
H -18.882 2.462 -3.067
H -19.184 4.273 -2.825
*
```

Density functional theory data (the ωB97M-V functional and the def2-TZVPD basis) for a gas-phase ion, C5H8NO2 (charge -1) at a distorted geometry.

Calculated values
Structure (SMILES): C=NCCCC(=O)[O-]
Lowest unoccupied orbital energy, eV: 4.0
Energy relative to the best compared isomer or geometry (same formula, charge and spin), kJ/mol: 181.4
Electronic energy, a.u.: -400.54560
Orbital gap, eV: 7.7000

```
! RIJCOSX wB97M-V def2-TZVPD def2/J DEFGRID3
* xyz -1 1
C 1.894 0.232 -2.048
N 1.306 -0.801 -1.533
C 0.624 -0.933 -0.125
C -0.902 -0.565 -0.082
C -1.242 -0.219 1.365
C -0.894 1.461 1.296
O 0.312 1.732 1.159
O -1.858 2.176 1.204
H 2.421 0.243 -3.031
H 1.910 1.218 -1.417
H 1.192 -0.311 0.551
H 0.755 -1.973 0.179
H -1.317 -1.553 -0.340
H -1.252 0.162 -0.840
H -2.306 -0.286 1.568
H -0.643 -0.584 2.094
*
```

Density functional theory data (the ωB97M-V functional and the def2-TZVPD basis) for 2 unconnected molecules or ions with the total composition C2H2N2S at a distorted geometry.

Calculated values
Lowest unoccupied orbital energy (spin up / spin down), eV: 0.9 / -3.1
Energy relative to the best compared isomer or geometry (same formula, charge and spin), kJ/mol: 136.9
Expectation value of S²: 2.006
Electronic energy, a.u.: -584.84932
Orbital gap (spin up / spin down), eV: 7.2697 / 7.0614

```
! RIJCOSX wB97M-V def2-TZVPD def2/J DEFGRID3
* xyz 0 3
C 0.226 -0.545 -1.018
C -0.220 0.161 -1.883
N 1.116 0.071 1.729
N 0.010 0.231 1.893
S -1.373 0.427 2.427
H 0.800 -1.325 -0.620
H -0.559 0.979 -2.528
*
```

Density functional theory data (the ωB97M-V functional and the def2-TZVPD basis) for a single CH3BrCl2OSi molecule at a distorted geometry.

Calculated values
Structure (SMILES): CO[Si](Cl)(Cl)Br
Lowest unoccupied orbital energy, eV: -1.0
Energy relative to the best compared isomer or geometry (same formula, charge and spin), kJ/mol: 156.9
Electronic energy, a.u.: -3899.14965
Orbital gap, eV: 9.5901

```
! RIJCOSX wB97M-V def2-TZVPD def2/J DEFGRID3
* xyz 0 1
C 1.176 0.228 -0.829
O -0.178 0.022 -0.731
Si -1.144 -0.227 0.529
Cl -1.619 1.974 1.941
Cl -2.775 -0.971 -0.299
Br -0.205 -1.642 1.909
H 1.594 0.484 0.178
H 1.308 0.869 -1.730
H 1.841 -0.737 -0.967
*
```